1.
{"formula": "CHBr2FS", "method": "ωB97M-V with the def2-TZVPD basis set", "species": ["C", "F", "S", "Br", "Br", "H"], "xyz": [[-1.1575, -0.0462, -0.1531], [-1.4350, 0.0350, -1.4428], [2.4625, 0.1428, -0.4634], [-1.8620, -1.5491, 0.6923], [-1.1623, 1.5868, 0.7411], [3.1544, -0.1693, 0.6258]], "atomic_forces_ev_per_a": [[0.306, -0.137, 0.010], [-0.121, 0.044, -0.094], [-0.222, 0.104, -0.331], [-0.114, -0.093, 0.033], [-0.050, 0.179, 0.049], [0.201, -0.096, 0.333]], "e_homo_ev": [-8.51, -9.71], "lumo_energy_ev": [0.5, -2.5], "s2": 2.007, "gap_ev": [8.97, 7.18], "spin_multiplicity": 3, "molar_mass_g_mol": 223.892, "charge": 0}

---

2.
{"formula": "C22H17MnN3O4S", "method": "ωB97M-V with the def2-TZVPD basis set", "species": ["Mn", "O", "C", "O", "C", "C", "C", "C", "C", "C", "C", "C", "C", "N", "H", "H", "H", "H", "H", "H", "C", "C", "C", "C", "C", "C", "C", "S", "O", "O", "N", "C", "C", "C", "C", "C", "N", "H", "H", "H", "H", "H", "H", "H", "H", "H", "H", "H"], "xyz": [[1.6212, -1.0098, -1.0319], [5.4220, 0.0651, -0.6589], [4.2198, -0.0345, -0.7428], [3.4906, -1.0759, -0.5690], [3.3794, 1.2208, -1.0812], [3.9417, 2.4980, -0.9099], [3.1433, 3.5915, -1.0277], [1.7930, 3.4217, -1.3829], [0.8792, 4.4997, -1.5059], [-0.3931, 4.2747, -1.9278], [-0.8015, 2.9658, -2.2943], [0.0498, 1.9147, -2.1721], [1.3483, 2.1117, -1.6554], [2.1446, 1.0179, -1.4315], [4.9895, 2.5575, -0.6488], [3.5309, 4.5910, -0.8608], [1.2125, 5.5009, -1.2597], [-1.0930, 5.0975, -1.9959], [-1.8004, 2.7869, -2.6718], [-0.2698, 0.9202, -2.4444], [-2.9577, 1.1667, 4.6130], [-2.6769, 0.5083, 3.2861], [-3.3897, -0.6087, 2.8722], [-3.1643, -1.1852, 1.6253], [-2.2069, -0.6343, 0.7910], [-1.4642, 0.4727, 1.1957], [-1.7008, 1.0313, 2.4351], [-1.9752, -1.2884, -0.8322], [-2.8008, -2.4602, -0.9571], [-2.1884, -0.2026, -1.7519], [-0.4128, -1.6518, -0.8571], [0.0226, -2.9688, -0.8155], [-0.6765, -4.1495, -0.5125], [0.0217, -5.3334, -0.4896], [1.3957, -5.3695, -0.7326], [2.0143, -4.1795, -1.0175], [1.3423, -3.0251, -1.0884], [-3.6586, 0.5799, 5.2059], [-3.3882, 2.1596, 4.4654], [-2.0409, 1.2924, 5.1930], [-4.1378, -1.0359, 3.5310], [-3.7190, -2.0532, 1.2966], [-0.7160, 0.8951, 0.5339], [-1.1223, 1.8922, 2.7544], [-1.7371, -4.1167, -0.3087], [-0.5101, -6.2516, -0.2664], [1.9587, -6.2908, -0.6993], [3.0805, -4.1085, -1.1974]], "atomic_forces_ev_per_a": [[-0.808, 0.779, -0.325], [0.129, 0.066, 0.017], [-0.159, 0.495, -0.116], [1.020, -0.298, 0.364], [1.255, -0.174, 0.572], [0.315, -0.015, 0.037], [0.175, 0.126, 0.090], [-0.248, 0.008, -0.124], [0.259, -0.058, 0.040], [-0.298, -0.211, -0.144], [-0.193, 0.400, -0.008], [0.187, -0.183, 0.197], [-0.360, 0.043, -0.224], [-0.643, 0.609, -0.415], [-0.045, -0.030, -0.016], [-0.022, -0.049, 0.029], [0.030, -0.029, -0.003], [-0.006, -0.034, -0.053], [0.005, 0.059, 0.044], [-0.071, -0.109, 0.044], [0.066, -0.048, -0.042], [-0.055, 0.019, 0.085], [-0.013, -0.034, -0.011], [0.136, 0.083, 0.047], [-0.192, 0.086, 0.116], [-0.057, -0.073, -0.048], [0.069, 0.048, 0.039], [-0.185, 0.328, 0.020], [-0.154, 0.167, -0.050], [0.059, 0.042, 0.044], [0.185, -0.782, -0.145], [-0.143, -0.233, 0.011], [-0.214, -0.005, 0.089], [0.016, -0.099, 0.025], [-0.007, -0.019, -0.021], [0.166, 0.025, -0.082], [-0.282, -0.942, 0.072], [0.014, 0.010, -0.017], [0.002, -0.026, 0.001], [-0.032, -0.013, -0.027], [0.012, 0.019, -0.040], [-0.037, 0.026, -0.005], [-0.052, 0.032, -0.001], [-0.038, -0.020, -0.025], [0.234, -0.055, -0.036], [0.024, 0.047, 0.011], [-0.012, 0.024, 0.006], [-0.032, -0.006, -0.025]], "e_homo_ev": [-8.39, -8.62], "lumo_energy_ev": [-0.6, -0.6], "s2": 8.755, "gap_ev": [7.84, 7.98], "spin_multiplicity": 6, "molar_mass_g_mol": 474.400, "charge": 0}

---

3.
{"formula": "C18H22MnN4O3S", "method": "ωB97M-V with the def2-TZVPD basis set", "species": ["Mn", "C", "O", "C", "C", "C", "C", "C", "C", "N", "N", "C", "O", "C", "C", "C", "C", "C", "C", "C", "O", "H", "H", "H", "H", "H", "H", "H", "H", "H", "H", "H", "H", "N", "C", "C", "C", "N", "H", "H", "H", "H", "H", "H", "H", "H", "H", "H", "S"], "xyz": [[-0.1668, -0.3609, 0.4146], [-3.0240, -4.1465, -2.9317], [-2.4043, -3.1472, -2.1605], [-2.7069, -1.8400, -2.4532], [-3.5908, -1.4418, -3.4325], [-3.8539, -0.0860, -3.6484], [-3.2323, 0.8684, -2.8898], [-2.3092, 0.5105, -1.8875], [-1.7070, 1.5397, -1.1152], [-0.8664, 1.3180, -0.1416], [-0.3639, 2.3931, 0.5804], [0.4176, 1.9688, 1.6120], [0.5733, 0.6871, 1.6808], [1.0913, 2.8055, 2.6001], [2.0338, 2.1638, 3.4213], [2.7050, 2.8475, 4.4119], [2.4599, 4.1982, 4.6150], [1.5266, 4.8426, 3.8194], [0.8499, 4.1640, 2.8235], [-2.0258, -0.8723, -1.6563], [-1.1748, -1.2579, -0.7480], [-2.6231, -5.0963, -2.5778], [-2.7895, -4.0296, -3.9964], [-4.1115, -4.1465, -2.7930], [-4.1106, -2.1691, -4.0337], [-4.5607, 0.1951, -4.4162], [-3.4550, 1.9163, -3.0379], [-1.9762, 2.5688, -1.3396], [2.2223, 1.1133, 3.2646], [3.4196, 2.3249, 5.0311], [2.9747, 4.7357, 5.3992], [1.3167, 5.8916, 3.9759], [0.1273, 4.6883, 2.2218], [1.9605, -0.2224, -0.8098], [2.6736, -1.4484, -1.1570], [2.8053, -2.3754, 0.0522], [1.5066, -3.0958, 0.4204], [0.6304, -2.2691, 1.2592], [1.8452, 0.3590, -1.6362], [2.5127, 0.3022, -0.1313], [3.6816, -1.2245, -1.5390], [2.1073, -1.9481, -1.9443], [3.1550, -1.7923, 0.9084], [3.5638, -3.1271, -0.1694], [1.7599, -4.0321, 0.9428], [0.9646, -3.3464, -0.4940], [1.0778, -2.1152, 2.1621], [-0.2367, -2.7813, 1.4275], [-0.6734, 3.9689, 0.0985]], "atomic_forces_ev_per_a": [[1.985, -0.438, -0.909], [-0.062, -0.064, -0.090], [0.124, 0.442, 0.102], [0.034, -0.219, 0.025], [0.161, -0.223, 0.271], [-0.036, 0.308, -0.032], [-0.061, 0.013, -0.027], [-0.044, -1.265, -0.183], [0.528, 0.464, 0.701], [-0.687, -0.214, -1.044], [1.068, -0.236, 1.583], [-1.117, -0.817, -1.759], [1.342, 1.673, 2.677], [0.357, 0.373, 0.497], [-0.186, -0.088, -0.258], [0.085, 0.039, 0.048], [-0.133, 0.011, -0.021], [0.188, 0.066, 0.231], [-0.183, -0.060, -0.136], [0.137, 0.802, -0.057], [-1.814, -2.321, -1.451], [-0.032, 0.076, -0.039], [-0.062, -0.041, 0.059], [0.058, 0.023, -0.060], [-0.015, -0.146, -0.059], [-0.016, 0.043, -0.008], [0.020, 0.074, -0.038], [0.089, -0.001, 0.137], [-0.007, -0.070, 0.016], [0.061, -0.031, 0.033], [0.052, 0.028, 0.011], [-0.012, 0.038, 0.000], [-0.008, -0.059, -0.024], [-0.883, 0.335, 0.608], [0.290, -0.240, 0.127], [-0.381, 0.054, -0.276], [0.352, -0.226, 0.029], [-0.595, 0.365, -0.090], [-0.048, 0.041, 0.201], [-0.180, 0.069, -0.188], [-0.209, -0.048, -0.032], [0.081, -0.044, -0.034], [0.137, -0.039, 0.082], [0.042, 0.026, 0.019], [-0.109, 0.143, -0.173], [-0.068, -0.027, 0.100], [-0.178, 0.043, -0.132], [0.236, 0.083, 0.052], [-0.299, 1.284, -0.486]], "e_homo_ev": [-6.63, -6.62], "lumo_energy_ev": [0.1, 0.0], "s2": 0.764, "gap_ev": [6.76, 6.59], "spin_multiplicity": 2, "molar_mass_g_mol": 429.404, "charge": 0}

---

4.
{"formula": "C29H34O10S", "method": "ωB97M-V with the def2-TZVPD basis set", "species": ["C", "C", "C", "C", "C", "C", "C", "C", "C", "C", "C", "C", "C", "C", "C", "S", "O", "O", "C", "O", "C", "C", "C", "C", "C", "C", "C", "O", "H", "H", "H", "H", "H", "H", "H", "H", "H", "H", "H", "H", "H", "H", "H", "H", "H", "H", "H", "H", "H", "H", "H", "H", "H", "H", "C", "C", "O", "C", "O", "O", "H", "H", "H", "H", "C", "C", "O", "C", "O", "O", "H", "H", "H", "H"], "xyz": [[6.1557, -0.8484, 2.4929], [5.5781, -1.3879, 1.0845], [4.5769, -0.2204, 0.5328], [5.3788, 0.9421, -0.2326], [5.7759, 2.1998, 0.6803], [4.5662, 2.8260, 1.5277], [3.1522, 2.8489, 0.7755], [1.9062, 3.1445, 1.7911], [0.5936, 2.6379, 0.9854], [0.2025, 1.1361, 1.1085], [-1.0244, 0.6557, 0.3054], [-1.8358, 1.6695, -0.5451], [-1.4548, 3.1812, -0.6765], [-0.2048, 3.6420, 0.1057], [0.3445, 5.1673, 0.0318], [-0.7247, 6.2483, -1.0644], [-0.1835, 7.6489, -0.9665], [-2.1521, 6.2640, -0.5789], [-3.1297, 1.1580, -1.3331], [-3.4357, 1.6655, -2.4372], [-3.9858, 0.0160, -0.5880], [-5.5335, -0.0361, -0.6874], [-6.2670, -1.1456, 0.1041], [-5.4492, -2.1482, 0.9611], [-3.8841, -2.1297, 1.0393], [-3.1517, -1.0194, 0.2476], [-1.5562, -0.8648, 0.2684], [-0.7482, -1.8262, 0.2207], [5.5870, 0.0864, 2.8543], [7.2600, -0.5634, 2.3415], [6.1183, -1.6746, 3.2888], [5.0041, -2.3570, 1.2595], [6.4285, -1.5180, 0.3369], [3.8008, -0.7385, -0.1530], [3.9699, 0.1599, 1.4357], [4.6651, 1.3372, -1.0540], [6.2852, 0.5233, -0.8133], [6.5568, 1.8233, 1.4382], [6.2047, 3.0157, -0.0092], [4.4253, 2.3662, 2.5696], [4.8467, 3.9330, 1.7214], [3.0987, 3.6929, -0.0108], [2.8774, 1.8866, 0.2306], [2.0080, 2.4895, 2.7362], [1.8515, 4.2615, 2.0481], [0.8228, 0.4253, 1.7398], [-2.0865, 3.8440, -1.3474], [1.3476, 5.0832, -0.5397], [0.4820, 5.6341, 1.0614], [-0.5939, 5.6884, -2.3547], [-6.0424, 0.7581, -1.3372], [-7.4270, -1.1456, 0.0394], [-5.9648, -2.9618, 1.5829], [-3.2776, -2.8640, 1.6762], [-8.0704, -1.8006, -3.8327], [-9.5646, -1.8924, -3.9010], [-9.9657, -1.5701, -2.5762], [-8.9640, -0.8359, -2.0221], [-9.0471, -0.2607, -0.9725], [-7.8563, -0.8366, -2.8107], [-7.6286, -1.4729, -4.7747], [-7.6057, -2.7439, -3.5316], [-9.9981, -1.1613, -4.5896], [-9.9089, -2.8892, -4.1799], [2.9593, -5.3927, 1.1219], [3.2426, -6.7790, 0.6276], [4.4498, -6.6179, -0.1035], [5.0703, -5.5091, 0.3854], [6.1874, -5.1824, 0.1075], [4.2558, -4.8205, 1.2323], [2.4501, -5.3897, 2.0869], [2.3731, -4.8052, 0.4093], [3.4149, -7.4875, 1.4433], [2.4483, -7.1635, -0.0138]], "atomic_forces_ev_per_a": [[0.708, -0.363, -0.276], [-0.696, 1.509, 0.689], [0.244, -1.359, -0.097], [-1.217, 0.411, -0.534], [0.002, -0.727, 0.191], [-0.301, 0.959, -0.321], [-0.703, 0.586, 0.329], [-0.401, -1.059, -1.238], [-1.802, -0.704, -0.592], [-2.118, 2.629, -2.691], [0.174, 2.745, -0.265], [1.754, 0.868, 1.104], [2.336, -3.284, 2.194], [-1.153, -2.441, 0.149], [0.195, -2.121, -1.148], [-2.103, 4.135, 3.545], [-0.043, -3.566, -1.176], [3.175, -1.437, -1.770], [-0.260, 0.650, -0.967], [0.664, -1.628, 3.608], [-0.726, -1.598, 1.137], [2.706, -2.344, 1.935], [3.165, 0.488, 0.106], [1.825, 1.836, -1.426], [-1.816, 2.975, -2.339], [-2.815, -0.089, 0.020], [1.208, -0.782, -0.154], [-2.930, 3.107, 0.482], [0.862, -1.566, -0.465], [-1.620, -0.312, 0.459], [0.050, 1.336, -1.072], [0.882, 1.298, -0.456], [-1.241, -0.130, 1.005], [1.285, 1.047, 0.787], [0.980, -0.357, -1.412], [1.159, -0.538, 1.184], [-1.319, 0.605, 1.175], [-0.910, 0.915, -1.235], [-0.456, -1.273, 1.178], [0.322, 0.336, -1.601], [-0.432, -1.738, -0.140], [0.367, -1.341, 1.053], [0.688, 1.168, 0.818], [-0.150, 1.211, -1.420], [0.033, -1.794, -0.190], [-0.964, 1.057, -0.955], [0.927, -0.972, 1.174], [-1.452, 0.508, 1.064], [-0.452, -0.293, -1.622], [-0.036, 0.367, 1.045], [0.679, -1.510, 1.197], [2.447, -0.174, 0.382], [0.675, 1.484, -1.159], [-1.174, 1.212, -1.130], [0.613, -0.351, -0.577], [-0.495, -0.312, -0.645], [0.481, 0.306, 0.351], [-0.195, 0.482, 0.683], [-0.008, -0.447, -0.868], [-0.573, 0.095, 0.393], [0.055, 0.112, 0.216], [-0.036, 0.066, 0.019], [0.039, -0.020, 0.066], [-0.081, 0.113, 0.197], [-0.751, 0.371, 0.288], [-0.477, -0.692, 0.000], [0.200, 0.490, 0.164], [1.138, 0.305, -0.302], [-0.917, -0.246, 0.240], [0.315, -0.361, -0.277], [0.190, 0.127, -0.040], [0.047, -0.040, 0.028], [0.011, 0.060, -0.034], [0.220, 0.004, -0.064]], "e_homo_ev": -8.99, "lumo_energy_ev": -1.1, "gap_ev": 7.86, "molar_mass_g_mol": 574.648, "charge": 0}

---

5.
{"formula": "CHI3O", "method": "ωB97M-V with the def2-TZVPD basis set", "species": ["C", "O", "I", "I", "I", "H"], "xyz": [[1.9335, -1.2235, -1.0686], [1.7629, -2.2667, -1.4594], [0.7852, 1.4539, 0.9788], [-3.3968, -0.6560, 0.9842], [-3.3342, 1.7411, -0.1612], [2.2494, 0.9512, 0.7263]], "atomic_forces_ev_per_a": [[0.067, -0.465, -0.232], [-0.002, 0.328, 0.128], [-0.814, 0.359, 0.207], [0.020, 0.112, -0.056], [0.011, -0.108, 0.064], [0.718, -0.226, -0.110]], "e_homo_ev": -9.46, "lumo_energy_ev": -1.7, "gap_ev": 7.71, "molar_mass_g_mol": 409.730, "charge": 0}

---

6.
{"formula": "C2H5NS", "method": "ωB97M-V with the def2-TZVPD basis set", "species": ["C", "C", "N", "S", "H", "H", "H", "H", "H"], "xyz": [[0.5568, 0.3966, 1.1433], [-0.5166, 0.3748, -1.2879], [1.5683, 0.8801, 2.6537], [0.0850, 1.5125, 0.0218], [0.4011, -0.6586, 1.0571], [0.3314, -0.1723, -1.6903], [-0.9707, 0.9810, -2.0639], [-1.2496, -0.3109, -0.8745], [1.6326, -0.0408, 3.0886]], "atomic_forces_ev_per_a": [[3.886, 1.043, 5.979], [0.296, 0.234, 0.375], [-3.450, -0.790, -5.382], [-0.294, 0.264, -0.637], [-0.118, -0.360, -0.085], [-0.020, -0.012, -0.063], [-0.038, 0.073, -0.045], [-0.068, 0.015, 0.018], [-0.194, -0.467, -0.160]], "e_homo_ev": [-7.55, -9.67], "lumo_energy_ev": [-0.1, 0.1], "gap_ev": [7.46, 9.81], "molar_mass_g_mol": 75.136, "charge": 0}

---

7.
{"formula": "H5O2", "method": "ωB97M-V with the def2-TZVPD basis set", "species": ["O", "H", "H", "O", "H", "H", "H"], "xyz": [[-0.7365, 0.0729, -0.9877], [-0.3687, 0.6438, -1.7043], [-1.6318, 0.4096, -0.8063], [0.7703, -0.2660, 0.8652], [0.7817, -1.1653, 1.2171], [1.2892, 0.2663, 1.4878], [-0.1042, 0.0387, -0.0718]], "atomic_forces_ev_per_a": [[-0.092, 0.817, -0.375], [-0.028, -0.496, 0.457], [-0.067, -0.161, 0.051], [0.207, -0.109, 0.412], [-0.110, -0.161, -0.141], [-0.219, 0.252, -0.276], [0.309, -0.143, -0.128]], "e_homo_ev": -18.83, "lumo_energy_ev": -4.3, "gap_ev": 14.51, "molar_mass_g_mol": 37.038, "charge": 1}

---

8.
{"formula": "H10O5", "method": "ωB97M-V with the def2-TZVPD basis set", "species": ["O", "H", "H", "O", "H", "H", "O", "H", "H", "O", "H", "H", "O", "H", "H"], "xyz": [[-2.8402, -2.0924, 0.3472], [-2.3521, -1.6144, -0.3232], [-2.6721, -1.6096, 1.1565], [-0.4302, 1.1291, 2.5367], [-1.3628, 0.9281, 2.6148], [-0.2411, 1.0318, 1.6034], [0.9570, 1.3262, -2.5637], [1.6886, 0.7122, -2.6267], [1.3616, 2.1903, -2.6401], [1.7694, -0.7662, 0.4351], [1.8687, -1.4748, -0.2006], [2.5267, -0.8551, 1.0138], [-0.4030, 0.4388, -0.2277], [-0.0768, 0.9524, -0.9667], [0.2061, -0.2964, -0.1590]], "atomic_forces_ev_per_a": [[-0.167, -0.325, -0.017], [0.158, 0.277, -0.162], [0.069, 0.134, 0.170], [0.140, 0.116, 0.754], [-0.162, 0.015, 0.001], [-0.020, -0.106, -0.718], [-0.201, 0.002, -0.064], [0.194, -0.205, -0.009], [0.061, 0.307, -0.020], [0.438, -0.280, -0.138], [0.179, -0.371, -0.147], [0.118, 0.060, 0.326], [-1.107, 0.011, 0.154], [0.168, 0.241, -0.441], [0.131, 0.124, 0.310]], "e_homo_ev": -10.63, "lumo_energy_ev": 0.1, "gap_ev": 10.69, "molar_mass_g_mol": 90.075, "charge": 0}